Density functional theory data (ωB97M-V/def2-TZVPD) for a cluster of 6 separate species, C35H78N2O6S in total at a distorted geometry.

Structure (ORCA input):
```
! wB97M-V def2-TZVPD RIJCOSX def2/J DEFGRID3
* xyz 0 1
C 2.47907 2.38469 -1.35776
C 2.21979 3.61871 -2.21535
N 1.24240 4.56062 -1.67803
C -0.13542 4.21975 -1.80481
O -0.81425 5.34765 -2.46540
C -1.04115 6.28979 -1.61084
N -1.31786 7.18295 -0.92242
O -0.69066 4.09625 -0.48573
S -1.60310 2.78422 -0.33594
O -2.78261 3.12406 0.33981
O -0.86650 1.66258 0.12262
O -1.79383 2.60568 -1.91075
C -0.51918 2.95528 -2.54659
O -0.79335 3.19826 -3.85914
H 3.15708 2.63858 -0.55538
H 2.98445 1.62694 -1.94089
H 1.57560 1.99200 -0.91474
H 2.00371 3.36581 -3.24248
H 3.15813 4.15434 -2.25075
H 1.43929 4.77470 -0.71290
H 0.10950 2.08600 -2.41695
H -1.41300 2.53617 -4.16668
C 5.90408 2.92123 -7.82421
C 4.45214 2.96420 -8.29286
C 3.58470 3.93780 -7.49665
C 3.45127 3.61224 -6.00897
C 2.89207 2.22452 -5.70142
C 1.47287 2.01357 -6.22287
H 5.98552 2.58113 -6.79084
H 6.48780 2.23688 -8.44083
H 6.36330 3.90915 -7.89318
H 4.02529 1.95823 -8.25429
H 4.43037 3.26309 -9.34360
H 2.59162 3.98012 -7.95218
H 4.00083 4.94482 -7.59462
H 2.80592 4.36673 -5.54654
H 4.42600 3.71646 -5.52371
H 2.89237 2.08543 -4.61574
H 3.55022 1.45063 -6.10444
H 0.79070 2.75065 -5.79802
H 1.11082 1.02036 -5.94881
H 1.42527 2.08951 -7.30966
C 1.22454 -0.62322 0.89714
C 1.95227 0.33244 1.83851
C 3.43696 0.01150 2.00553
C 3.73228 -1.35919 2.61365
C 3.10437 -1.60385 3.98378
C 3.60553 -0.64717 5.06217
H 1.24746 -1.64573 1.27937
H 0.18368 -0.33385 0.79537
H 1.67754 -0.62092 -0.09836
H 1.45249 0.33506 2.81073
H 1.86114 1.34731 1.45156
H 3.90165 0.79119 2.61652
H 3.92469 0.06881 1.02620
H 4.81758 -1.47837 2.69304
H 3.39685 -2.14186 1.92633
H 3.33542 -2.62798 4.28993
H 2.01439 -1.54483 3.91767
H 4.68871 -0.72298 5.17639
H 3.15067 -0.88195 6.02523
H 3.35886 0.38963 4.82938
C 3.50086 -5.89466 2.24462
C 2.06343 -6.04682 1.75378
C 1.08959 -5.08479 2.43066
C 0.95163 -5.26050 3.94294
C 0.51390 -6.65042 4.39920
C -0.86865 -7.04783 3.88988
H 3.58917 -6.11398 3.30960
H 4.16444 -6.57816 1.71332
H 3.86245 -4.87757 2.07668
H 1.73508 -7.08022 1.89409
H 2.03839 -5.86324 0.67654
H 0.10769 -5.18601 1.95989
H 1.41245 -4.05712 2.23026
H 0.23011 -4.52363 4.31082
H 1.90157 -5.01266 4.42543
H 0.50232 -6.66565 5.49268
H 1.24737 -7.40079 4.09193
H -1.62367 -6.33316 4.22386
H -1.14610 -8.03243 4.26953
H -0.90264 -7.09591 2.80059
C -5.57015 -6.88483 9.01159
C -4.45155 -5.98775 9.53460
C -3.98963 -4.93977 8.52344
C -3.39419 -5.50700 7.23425
C -2.19787 -6.43593 7.42963
C -0.99910 -5.75079 8.08071
H -5.25219 -7.46148 8.14199
H -5.88511 -7.59440 9.77773
H -6.44105 -6.29198 8.72541
H -3.60670 -6.60445 9.85283
H -4.80499 -5.47096 10.43039
H -3.26039 -4.28230 9.00479
H -4.83936 -4.30182 8.26167
H -3.09368 -4.67060 6.59489
H -4.16977 -6.04179 6.67873
H -1.89391 -6.81621 6.45243
H -2.48587 -7.30967 8.02052
H -0.66571 -4.89960 7.48264
H -0.16164 -6.44453 8.17065
H -1.23357 -5.39123 9.08351
C -4.06126 4.84960 -3.25298
C -3.36601 5.32035 -4.52712
C -3.82556 6.70079 -4.99373
C -5.30607 6.79815 -5.36398
C -5.76253 5.82976 -6.45346
C -5.06318 6.04882 -7.79237
H -5.13851 4.74893 -3.39283
H -3.67949 3.87601 -2.94437
H -3.89092 5.55180 -2.43325
H -3.51495 4.58305 -5.32250
H -2.29327 5.35721 -4.34679
H -3.21413 7.00561 -5.84783
H -3.61726 7.42813 -4.20288
H -5.51535 7.82223 -5.68831
H -5.91644 6.63889 -4.47083
H -6.83929 5.95230 -6.59555
H -5.61441 4.79647 -6.12796
H -5.23346 7.06316 -8.15824
H -5.44272 5.35431 -8.54317
H -3.98643 5.89127 -7.71612
*
```

The orbital gap comes out at 10.818 eV. Its SMILES is CCN[C@]1(OC#N)OS(=O)(=O)O[C@H]1O.CCCCCC.CCCCCC.CCCCCC.CCCCCC.CCCCCC.

These are the Löwdin partial charges, in e, on atoms 1 to 6: -0.065, -0.228, 0.090, -0.406, 0.086, -0.342